(1)
The following is a quantum chemistry calculation of C28H41F6O19S2Y as an isolated structure at a distorted geometry, from the Open Molecules 2025 dataset.

The HOMO-LUMO gap (alpha / beta) is 8.8 / 5.8 eV. As for the largest force on an atom: 5.16 eV Å⁻¹. Its expectation value of S² is 0.7542.

Geometry as ORCA input:
```
! RIJCOSX wB97M-V def2-TZVPD def2/J DEFGRID3
* xyz 1 2
Y 0.05 0.26 0.31
C 1.50 4.55 -0.44
C 2.28 3.17 -0.41
O 1.40 2.10 -0.26
H 2.07 5.45 -0.68
H 1.03 4.78 0.51
H 0.70 4.66 -1.18
H 3.05 3.26 0.36
H 2.87 3.05 -1.32
C 1.56 2.98 4.26
F 2.05 3.85 3.43
F 2.36 3.06 5.28
F 0.38 3.34 4.81
S 1.45 0.99 3.64
O 0.69 0.30 4.64
O 0.70 1.10 2.37
O 2.84 0.52 3.49
C -4.44 -0.24 -1.64
F -4.31 -0.70 -2.88
F -4.22 1.04 -1.54
F -5.73 -0.50 -1.38
S -3.21 -1.26 -0.65
O -1.86 -0.65 -0.66
O -3.82 -1.36 0.67
O -3.23 -2.55 -1.37
O -1.21 1.61 -1.51
C -1.38 2.59 -2.26
O -1.67 3.89 -1.76
C -2.08 4.77 -2.81
C -2.11 3.92 -4.14
C -1.32 2.64 -3.75
H -1.30 5.51 -2.96
H -2.99 5.34 -2.63
H -1.68 4.40 -5.02
H -3.15 3.72 -4.39
H -0.32 2.76 -4.16
H -1.76 1.69 -4.05
O 1.98 -0.83 0.85
C 3.08 -1.42 0.77
O 3.40 -2.36 1.65
C 4.78 -2.75 1.47
C 5.42 -1.76 0.46
C 4.22 -1.05 -0.17
H 4.88 -3.73 1.02
H 5.31 -2.58 2.41
H 6.00 -2.23 -0.34
H 6.14 -1.02 0.82
H 3.91 -1.35 -1.17
H 4.42 0.00 0.01
O 1.08 -0.27 -1.72
C 1.62 -0.71 -2.77
O 2.37 -1.97 -2.70
C 2.84 -2.22 -4.04
C 2.63 -0.96 -4.83
C 1.54 -0.17 -4.16
H 2.18 -3.01 -4.39
H 3.88 -2.47 -3.86
H 2.30 -1.17 -5.85
H 3.57 -0.41 -4.90
H 0.60 -0.50 -4.60
H 1.52 0.92 -4.20
O 0.04 -2.44 0.04
C 0.06 -3.55 -0.56
O 0.76 -4.68 -0.07
C 0.64 -5.73 -1.11
C 0.29 -5.00 -2.41
C -0.69 -3.93 -1.81
H -0.21 -6.38 -0.89
H 1.58 -6.26 -1.31
H -0.15 -5.63 -3.19
H 1.11 -4.54 -2.96
H -1.64 -4.34 -1.46
H -0.92 -3.23 -2.60
O -1.83 1.52 1.18
C -2.70 2.23 1.60
O -2.60 3.52 1.68
C -3.76 4.23 2.19
C -4.72 3.06 2.63
C -3.93 1.82 2.28
H -4.23 4.79 1.39
H -3.59 4.90 3.04
H -5.65 3.08 2.08
H -5.07 3.01 3.66
H -4.51 1.19 1.61
H -3.74 1.06 3.05
O -0.90 -0.98 2.09
C -0.79 -1.71 3.10
O 0.36 -2.45 3.27
C 0.30 -3.10 4.59
C -0.96 -2.52 5.24
C -1.84 -2.02 4.11
H 1.21 -2.82 5.10
H 0.30 -4.19 4.66
H -0.58 -1.67 5.79
H -1.51 -3.22 5.88
H -2.44 -1.24 4.58
H -2.58 -2.77 3.84
*
```

These are the Löwdin partial charges, in e, on atoms 1 to 6: atom 1 (Y): 1.6436, atom 2 (C): -0.0404, atom 3 (C): -0.2303, atom 4 (O): -0.0662, atom 5 (H): 0.0747, atom 6 (H): 0.0783

(2)
The following is a quantum chemistry calculation of C42H65BN8O2PRuS2 as an isolated structure, from the Open Molecules 2025 dataset.

The HOMO-LUMO gap (alpha / beta) is 8.0 / 5.7 eV. As for the largest force on an atom: 0.70 eV Å⁻¹. Its expectation value of S² is 6.0248.

Geometry as ORCA input:
```
! RIJCOSX wB97M-V def2-TZVPD def2/J DEFGRID3
* xyz 1 5
Ru -0.51 -0.12 0.51
C -0.95 0.54 5.77
C -0.53 1.01 4.42
C 0.24 2.12 4.09
C 0.40 2.10 2.70
N -0.30 1.06 2.21
N -0.84 0.39 3.28
B -1.65 -0.90 3.05
N -2.97 -0.62 2.33
N -3.06 -0.77 0.97
C -4.37 -0.71 0.68
C -5.11 -0.51 1.87
C -4.19 -0.46 2.89
C -4.40 -0.27 4.35
C -5.02 -0.99 -0.65
C -4.03 -1.01 -1.80
C -6.09 0.07 -0.94
C -5.69 -2.37 -0.56
N -0.80 -1.82 2.07
N 0.53 -1.51 1.85
C 1.18 -2.67 1.69
C 0.25 -3.73 1.77
C -0.98 -3.17 2.00
C -2.31 -3.80 2.22
C 2.68 -2.79 1.70
C 3.36 -1.43 1.52
C 3.03 -3.33 3.10
C 3.16 -3.78 0.64
C 1.33 3.01 1.92
C 0.74 3.44 0.58
C 2.65 2.26 1.70
C 1.62 4.27 2.75
H -0.56 1.22 6.52
H -0.57 -0.46 5.96
H -2.03 0.51 5.86
H 0.66 2.83 4.79
H -1.84 -1.46 4.09
H -6.18 -0.43 1.97
H -5.47 -0.23 4.57
H -3.95 0.66 4.69
H -3.96 -1.09 4.92
H -3.70 0.00 -2.04
H -4.50 -1.43 -2.70
H -3.16 -1.62 -1.56
H -5.64 1.06 -1.04
H -6.85 0.12 -0.16
H -6.60 -0.16 -1.88
H -4.94 -3.15 -0.41
H -6.24 -2.59 -1.48
H -6.40 -2.41 0.28
H 0.46 -4.79 1.67
H -2.27 -4.85 1.93
H -3.07 -3.29 1.63
H -2.60 -3.73 3.27
H 3.07 -0.74 2.31
H 4.45 -1.56 1.57
H 3.12 -0.99 0.56
H 2.64 -2.67 3.88
H 4.12 -3.38 3.21
H 2.62 -4.33 3.25
H 2.91 -3.42 -0.37
H 2.71 -4.76 0.78
H 4.24 -3.89 0.71
H 0.59 2.58 -0.07
H 1.44 4.11 0.07
H -0.20 3.97 0.70
H 2.49 1.35 1.13
H 3.11 2.00 2.65
H 3.35 2.89 1.14
H 0.70 4.80 3.02
H 2.24 4.95 2.17
H 2.16 4.03 3.67
C -2.31 2.30 -0.20
N -1.44 1.23 -0.70
C -1.40 0.89 -1.96
C -0.89 -0.38 -2.28
C -0.91 -1.14 -3.43
C -0.59 -2.45 -3.05
C -0.43 -2.44 -1.64
N -0.60 -1.20 -1.18
C -2.60 3.42 -1.16
C -3.88 3.94 -1.21
C -4.17 5.03 -2.02
C -3.18 5.59 -2.81
C -1.89 5.07 -2.78
C -1.60 3.99 -1.95
H -1.86 2.69 0.71
H -3.24 1.83 0.11
H -1.83 1.53 -2.72
H -1.12 -0.78 -4.43
H -0.57 -3.33 -3.68
H -0.19 -3.27 -0.99
H -4.66 3.50 -0.60
H -5.18 5.43 -2.05
H -3.40 6.44 -3.44
H -1.11 5.50 -3.39
H -0.59 3.59 -1.93
C 2.44 1.63 -4.87
C 3.72 1.18 -4.20
C 4.94 1.34 -5.08
O 3.61 -0.25 -3.91
P 3.21 -0.88 -2.51
S 2.41 -2.68 -2.93
S 2.09 0.35 -1.43
O 4.57 -1.08 -1.72
C 5.86 -1.47 -2.28
C 5.79 -2.66 -3.22
C 6.75 -1.75 -1.09
H 2.51 2.68 -5.14
H 1.59 1.49 -4.20
H 2.28 1.04 -5.78
H 3.86 1.70 -3.25
H 4.82 0.74 -5.99
H 5.84 1.02 -4.56
H 5.06 2.39 -5.36
H 6.23 -0.60 -2.82
H 5.39 -3.53 -2.71
H 6.80 -2.90 -3.57
H 5.17 -2.45 -4.10
H 6.42 -2.66 -0.58
H 6.72 -0.92 -0.38
H 7.78 -1.89 -1.42
*
```

These are the Löwdin partial charges, in e, on atoms 1 to 6: atom 1 (Ru): 1.5319, atom 2 (C): 0.0011, atom 3 (C): -0.2390, atom 4 (C): 0.0475, atom 5 (C): -0.2019, atom 6 (N): -0.0228

(3)
The following is a quantum chemistry calculation of C38H59MnN3O3S2Si3 as an isolated structure at a distorted geometry, from the Open Molecules 2025 dataset.

The HOMO-LUMO gap (alpha / beta) is 5.3 / 7.3 eV. As for the largest force on an atom: 1.63 eV Å⁻¹. Its energy above the lowest of the compared OMol25 structures with the same formula, charge and spin is 18.8 kcal per mole. Its expectation value of S² is 9.1257.

Geometry as ORCA input:
```
! RIJCOSX wB97M-V def2-TZVPD def2/J DEFGRID3
* xyz 0 6
Mn 1.40 -0.71 0.17
C -6.20 3.80 -2.07
C -5.06 3.74 -1.05
C -3.96 4.70 -1.52
C -5.59 4.20 0.31
C -4.48 2.32 -0.91
C -5.08 1.21 -1.56
C -4.54 -0.09 -1.41
C -3.44 -0.33 -0.64
S -2.91 -2.00 -0.47
C -1.12 -1.84 -0.30
N -0.49 -0.77 -0.32
C -2.71 0.79 0.05
C -3.39 2.11 -0.12
C -0.34 -3.09 -0.05
C -0.76 -4.40 -0.16
C 0.17 -5.43 0.00
C 1.50 -5.12 0.26
C 1.91 -3.79 0.38
C 0.98 -2.77 0.27
H -6.54 4.84 -2.17
H -7.06 3.21 -1.75
H -5.88 3.45 -3.05
H -4.37 5.71 -1.65
H -3.54 4.37 -2.47
H -3.14 4.76 -0.80
H -6.02 5.21 0.23
H -4.79 4.23 1.06
H -6.37 3.52 0.67
H -5.96 1.33 -2.17
H -5.03 -0.92 -1.91
H -2.95 2.94 0.41
H -1.79 -4.63 -0.40
H -0.14 -6.46 -0.08
H 2.22 -5.92 0.39
H 2.95 -3.58 0.59
C -0.13 2.56 1.23
Si -0.65 1.06 2.24
C -1.22 1.74 3.91
C -2.34 0.50 1.54
C 0.76 -0.17 2.41
Si 0.39 -1.49 3.65
C 0.37 -0.93 5.46
C -1.30 -2.27 3.39
C 1.64 -2.90 3.79
Si 2.29 0.69 2.88
C 2.29 2.02 4.21
C 3.72 -0.44 3.30
C 2.97 1.60 1.34
C 3.70 2.79 1.38
C 4.23 3.31 0.22
C 4.05 2.62 -0.97
C 3.32 1.45 -0.94
N 2.77 0.96 0.17
H -0.93 3.31 1.22
H 0.09 2.28 0.19
H 0.76 3.03 1.64
H -1.83 2.64 3.74
H -0.40 2.00 4.58
H -1.85 1.01 4.42
H -3.11 0.97 2.16
H -2.42 -0.57 1.73
H -1.74 0.84 -0.47
H -0.40 -0.19 5.69
H 1.34 -0.53 5.77
H 0.18 -1.82 6.08
H -2.10 -1.59 3.69
H -1.38 -3.17 4.00
H -1.48 -2.55 2.35
H 2.43 -2.65 4.50
H 2.10 -3.18 2.85
H 1.12 -3.78 4.18
H 1.90 1.61 5.15
H 1.68 2.88 3.94
H 3.31 2.38 4.41
H 3.64 -0.82 4.32
H 4.67 0.10 3.21
H 3.75 -1.30 2.62
H 3.83 3.29 2.33
H 4.78 4.25 0.24
H 4.46 2.98 -1.90
H 3.15 0.88 -1.85
O 1.08 -2.18 -2.94
C 2.31 -1.97 -2.55
O 2.60 -1.49 -1.47
C 3.38 -2.42 -3.52
N 2.76 -2.96 -4.74
C 3.06 -4.41 -4.78
C 4.39 -4.55 -4.04
C 4.23 -3.56 -2.90
H 4.00 -1.55 -3.74
H 3.11 -2.49 -5.56
H 1.17 -2.54 -3.87
H 3.08 -4.76 -5.81
H 2.28 -4.95 -4.25
H 5.22 -4.26 -4.69
H 4.57 -5.57 -3.69
H 5.18 -3.18 -2.51
H 3.69 -4.01 -2.06
C 0.08 2.79 -3.87
S 0.19 1.05 -3.47
C -1.55 0.72 -3.38
O 0.68 0.98 -2.06
H -0.33 2.91 -4.87
H 1.09 3.19 -3.83
H -0.55 3.27 -3.12
H -2.01 0.89 -4.36
H -1.99 1.38 -2.62
H -1.67 -0.32 -3.08
*
```

These are the Löwdin partial charges, in e, on atoms 1 to 6: atom 1 (Mn): 0.8419, atom 2 (C): -0.0758, atom 3 (C): -0.5597, atom 4 (C): -0.0538, atom 5 (C): -0.0472, atom 6 (C): -0.1927